(1)
The following is a quantum chemistry calculation of C13H18F5I2OP2Sc as an isolated structure, from the Open Molecules 2025 dataset.

Calculated values
* frontier orbital gap (alpha / beta): 5.67 / 6.62 eV
* relative energy (zero: lowest compared OMol25 entry of this formula, charge and spin): 60.8 kJ/mol
* M: 646.0 g mol⁻¹
* HOMO energy (alpha / beta): -14.229 / -14.728 eV
* charge: +2

CARTESIAN COORDINATES (ANGSTROEM)
I  2.15  -2.23  -0.59
I  0.86  -1.87  -2.98
Sc  -0.97  1.59  0.16
P  1.68  2.01  -0.04
C  2.14  3.02  1.39
C  3.28  1.27  -0.52
H  4.06  2.05  -0.48
H  2.21  4.06  -1.18
H  3.21  0.84  -1.52
H  1.70  2.79  -2.35
H  2.74  2.42  2.09
H  3.52  0.43  0.15
C  1.50  3.25  -1.38
H  2.73  3.87  1.02
H  0.47  3.65  -1.42
H  1.25  3.39  1.93
P  0.10  -4.15  -2.16
C  -0.85  -4.07  -0.66
C  -0.96  -4.87  -3.36
H  2.32  -4.90  -2.68
H  1.18  -6.17  -2.12
H  1.96  -5.08  -0.93
C  1.55  -5.15  -1.94
H  -0.66  -4.59  -4.37
H  -0.83  -5.95  -3.18
H  -1.26  -5.09  -0.56
H  -1.68  -3.36  -0.79
H  -1.98  -4.54  -3.16
H  -0.23  -3.79  0.21
C  -1.10  -0.69  1.33
O  -1.46  -1.68  1.79
F  -0.64  1.74  4.34
C  -1.57  2.30  3.49
C  -1.37  2.24  2.15
C  -2.09  3.06  1.34
F  -1.88  1.99  -1.50
C  -3.26  3.70  1.71
F  -4.23  4.08  0.84
C  -3.54  3.76  3.08
F  -4.62  4.40  3.61
C  -2.64  3.10  3.94
F  -2.80  3.19  5.27

Partial charges, natural (NBO), in e: -0.2183 0.2774 1.6755 0.7354 -0.9278 -0.9069 0.2661 0.2601 0.2429 0.2580 0.2659 0.2556 -0.9266 0.2566 0.2529 0.2597 1.4184 -1.0168 -1.0224 0.2980 0.2799 0.2976 -1.0197 0.2955 0.2854 0.2904 0.2756 0.2871 0.2909 0.5325 -0.3819 -0.2940 0.3055 -0.4889 -0.1850 -0.6750 0.3224 -0.2683 0.3004 -0.2524 0.3658 -0.2678

=====

(2)
The following is a quantum chemistry calculation of one molecule with the formula C3H3ClO2, from the Open Molecules 2025 dataset.

Calculated values
* frontier orbital gap: 9.75 eV
* relative energy (zero: lowest compared OMol25 entry of this formula, charge and spin): 391.1 kJ/mol
* M: 106.5 g mol⁻¹
* HOMO energy: -9.131 eV
* SMILES: C[C@]12O[C@@]1(Cl)O2

CARTESIAN COORDINATES (ANGSTROEM)
C  0.00  -0.06  0.03
C  -0.60  -1.33  0.61
O  -0.65  -1.75  1.96
C  -0.48  -2.71  0.83
Cl  0.46  -4.08  0.66
O  -1.62  -2.26  0.16
H  -0.78  0.59  -0.41
H  0.82  -0.22  -0.67
H  0.37  0.39  1.01

Partial charges, natural (NBO), in e: -0.6643 0.4393 -0.4884 0.3264 0.1184 -0.4770 0.2448 0.2459 0.2549

=====

(3)
The following is a quantum chemistry calculation of C36H34N3O8P2PdS as an isolated structure, from the Open Molecules 2025 dataset.

Calculated values
* frontier orbital gap: 6.75 eV
* M: 837.1 g mol⁻¹
* HOMO energy: -4.882 eV
* charge: -1

CARTESIAN COORDINATES (ANGSTROEM)
Pd  0.98  -0.31  1.58
C  -5.41  -2.65  -1.97
S  -5.07  -1.08  -2.79
C  -5.01  0.01  -1.34
C  -3.89  -0.29  -0.36
C  -2.51  -0.22  -0.99
N  -1.44  -0.25  -0.01
P  -0.51  -1.57  0.57
C  0.02  -2.46  -0.91
C  -0.83  -3.28  -1.65
C  -0.41  -3.80  -2.87
C  0.87  -3.49  -3.34
C  1.71  -2.68  -2.60
C  1.29  -2.16  -1.38
C  -1.64  -2.65  1.47
C  -1.47  -4.04  1.48
C  -2.30  -4.84  2.25
C  -3.30  -4.27  3.02
C  -3.46  -2.89  3.04
C  -2.63  -2.08  2.28
P  -0.51  1.06  0.55
C  -1.73  2.21  1.24
C  -2.36  3.18  0.46
C  -3.39  3.93  1.00
C  -3.80  3.73  2.31
C  -3.16  2.77  3.10
C  -2.13  2.02  2.56
C  0.22  1.89  -0.87
C  0.91  3.08  -0.64
C  1.72  3.61  -1.62
C  1.85  2.96  -2.84
C  1.17  1.77  -3.07
C  0.35  1.24  -2.09
H  -5.56  -3.39  -2.75
H  -6.32  -2.59  -1.37
H  -4.59  -2.97  -1.34
H  -5.98  -0.04  -0.84
H  -4.91  1.02  -1.75
H  -4.05  -1.28  0.09
H  -3.94  0.43  0.46
H  -2.42  0.70  -1.57
H  -2.37  -1.04  -1.71
H  -1.83  -3.51  -1.29
H  -1.07  -4.43  -3.45
H  1.20  -3.90  -4.29
H  2.69  -2.41  -2.97
H  1.95  -1.49  -0.83
H  -0.68  -4.48  0.89
H  -2.16  -5.91  2.25
H  -3.94  -4.89  3.63
H  -4.22  -2.43  3.66
H  -2.75  -1.01  2.30
H  -2.03  3.34  -0.56
H  -3.88  4.69  0.39
H  -4.60  4.32  2.73
H  -3.46  2.63  4.13
H  -1.61  1.29  3.18
H  0.86  3.56  0.34
H  2.28  4.52  -1.43
H  2.51  3.35  -3.60
H  1.30  1.24  -4.01
H  -0.11  0.27  -2.25
O  3.71  2.04  3.74
C  3.20  1.62  2.70
O  1.98  1.21  2.63
C  4.05  1.70  1.42
C  5.20  2.43  1.53
C  6.05  2.67  0.44
C  5.76  2.14  -0.80
C  4.63  1.36  -0.93
C  3.70  1.09  0.15
O  2.66  0.44  -0.05
N  4.38  0.82  -2.25
O  4.78  1.45  -3.22
O  3.85  -0.28  -2.36
N  7.24  3.46  0.60
O  7.50  3.91  1.71
O  7.95  3.65  -0.38
H  5.44  2.85  2.50
H  6.40  2.33  -1.65
C  3.46  -1.77  2.11
O  2.07  -1.91  2.07
H  3.88  -2.66  2.62
H  3.79  -0.89  2.69
H  3.91  -1.71  1.11

Partial charges, Mulliken, in e: -0.5625 -0.6631 -0.1190 -1.2001 -0.1018 -0.7145 0.0039 1.9724 0.4771 0.0625 -0.8466 -0.7207 -0.7938 -0.5643 1.0150 -0.6479 -0.6646 -0.5518 -0.7293 -0.8359 1.1050 0.4422 -0.3603 -0.7951 -0.4583 -0.7649 -0.4155 0.6223 -0.4319 -0.7675 -0.4748 -0.8573 -0.0940 0.3535 0.2708 0.0577 0.5234 0.4201 0.2522 -0.0505 0.5714 0.4808 0.4166 0.4299 0.3888 0.5231 0.2477 0.4876 0.4081 0.3843 0.4292 0.3216 0.4086 0.4154 0.3945 0.4270 0.5008 0.4499 0.3872 0.3666 0.3430 0.2299 -0.8055 -0.4080 -0.5274 0.4510 -0.1479 -0.9716 -0.3000 -0.6851 0.0099 0.9525 1.0659 -0.6688 -0.5336 1.0382 -0.6647 -0.6839 0.6593 0.6330 -0.7246 -0.8170 0.3444 0.2457 0.1345

=====

(4)
The following is a quantum chemistry calculation of a 2-piece molecular cluster, C2H6N2O2 overall, from the Open Molecules 2025 dataset.

Calculated values
* frontier orbital gap: 8.69 eV
* relative energy (zero: lowest compared OMol25 entry of this formula, charge and spin): 560.5 kJ/mol
* M: 90.1 g mol⁻¹
* HOMO energy: -8.092 eV
* SMILES: [O-]/[NH+]=C1/CO1.N

CARTESIAN COORDINATES (ANGSTROEM)
O  1.41  -2.89  0.57
N  1.22  -1.93  -0.22
C  1.31  -0.66  0.07
C  1.04  0.70  -0.26
O  1.51  0.24  1.01
H  0.98  -2.21  -1.11
H  1.74  1.33  -0.73
H  -0.10  0.96  -0.17
N  -2.32  1.20  0.18
H  -3.03  1.96  -0.01
H  -2.65  0.85  1.04
H  -2.32  0.47  -0.51

Partial charges, natural (NBO), in e: -0.5881 -0.0874 0.4170 -0.1562 -0.4114 0.3710 0.1988 0.2391 -1.0844 0.3711 0.3648 0.3658

=====

(5)
The following is a quantum chemistry calculation of a 2-piece molecular cluster, C4H12NS2 overall, from the Open Molecules 2025 dataset.

Calculated values
* frontier orbital gap: 8.06 eV
* relative energy (zero: lowest compared OMol25 entry of this formula, charge and spin): 97.6 kJ/mol
* M: 138.3 g mol⁻¹
* HOMO energy: -12.970 eV
* charge: +1

CARTESIAN COORDINATES (ANGSTROEM)
C  -2.04  -0.49  -1.45
C  0.15  0.21  -2.19
N  -0.60  -0.27  -1.29
H  -2.57  0.25  -0.86
H  -2.28  -1.48  -1.07
H  -2.32  -0.37  -2.48
H  -0.27  0.45  -3.15
H  1.20  0.35  -1.98
H  -0.21  -0.42  -0.35
C  -0.24  0.86  2.26
C  1.09  0.49  1.64
S  1.15  -1.32  1.25
S  2.95  -1.46  0.28
H  -0.53  0.17  3.05
H  -1.05  0.93  1.54
H  -0.16  1.83  2.74
H  1.92  0.66  2.32
H  1.31  1.04  0.72
H  2.50  -1.43  -0.98

Partial charges, natural (NBO), in e: -0.4332 0.1206 -0.3931 0.2467 0.2526 0.2343 0.2244 0.2292 0.4509 -0.6391 -0.5129 0.0633 -0.0610 0.2363 0.1916 0.2485 0.2436 0.1990 0.0983

=====

(6)
The following is a quantum chemistry calculation of C16H19N5O4S as an isolated structure, from the Open Molecules 2025 dataset.

Calculated values
* frontier orbital gap: 7.35 eV
* relative energy (zero: lowest compared OMol25 entry of this formula, charge and spin): 1548.9 kJ/mol
* M: 377.4 g mol⁻¹
* HOMO energy: -8.382 eV

CARTESIAN COORDINATES (ANGSTROEM)
C  2.93  3.77  0.03
H  2.32  4.20  -0.76
H  3.56  4.66  0.42
H  3.65  3.13  -0.63
C  2.17  2.73  0.82
N  1.37  1.75  0.39
C  0.12  1.77  -0.08
N  -0.18  0.77  -0.93
C  0.82  -0.07  -0.67
C  1.91  0.51  0.12
C  3.01  0.08  0.55
O  3.90  0.44  1.07
N  3.10  -1.63  -0.01
C  2.12  -2.03  -0.58
O  2.20  -3.29  -1.07
N  0.90  -1.42  -0.83
C  -0.05  -2.17  -1.68
H  -1.01  -2.21  -1.04
H  -0.23  -1.25  -2.64
H  0.26  -2.92  -1.97
C  4.21  -2.22  0.38
H  5.03  -1.60  0.26
H  4.32  -2.17  1.61
H  4.12  -3.15  0.20
S  -0.74  3.53  -0.50
C  -2.13  2.83  -1.18
H  -2.65  3.54  -1.57
C  -3.18  2.27  -0.29
O  -4.31  2.61  0.24
N  -2.81  0.82  0.14
H  -1.94  0.62  -0.32
C  -3.64  0.02  0.87
C  -3.27  -1.35  0.83
C  -2.25  -2.27  1.20
C  -2.48  -3.51  0.72
C  -3.58  -3.19  0.07
O  -4.11  -2.15  -0.09
H  -4.17  -4.12  -0.24
H  -1.82  -4.25  0.86
H  -1.52  -1.67  1.91
H  -4.59  0.16  0.97
H  -3.52  0.42  2.27
H  -1.97  2.12  -1.95
H  2.82  2.31  1.68
H  1.32  3.58  1.46

Partial charges, natural (NBO), in e: -0.6492 0.2207 0.2647 0.2050 -0.1956 -0.3531 0.3938 -0.5674 0.4765 -0.2004 0.6913 -0.4808 -0.4422 0.7292 -0.7887 -0.3947 -0.2594 0.2144 0.1616 0.1669 -0.3860 0.2193 0.1598 0.2440 0.3104 -0.7074 0.2595 0.6840 -0.5780 -0.6665 0.4212 -0.1818 0.1284 -0.2344 -0.4038 0.2434 -0.3715 0.1548 0.2442 0.2338 0.2401 0.0927 0.2672 0.2473 0.1866